Record 1
{
  "formula": "C6H27O10",
  "method": "the ωB97M-V functional and the def2-TZVPD basis",
  "charge": -1,
  "relative_energy_kcal_mol": 12.3,
  "molar_mass_da": 259.3,
  "gap_ev": 9.54,
  "homo_ev": -6.507,
  "e_lumo_ev": 3.038,
  "species": ["O", "C", "O", "C", "C", "C", "C", "C", "H", "H", "H", "H", "H", "H", "H", "H", "H", "H", "H", "H", "H", "O", "H", "H", "O", "H", "H", "O", "H", "H", "O", "H", "H", "O", "H", "H", "O", "H", "H", "O", "H", "H", "O"],
  "coordinates": [[-0.47614, -0.69089, -0.26181], [0.49092, 0.12563, -0.46752], [1.49528, 0.19783, 0.29817], [0.21446, 1.22542, -1.46858], [-1.06416, 1.83836, -1.08917], [-1.03444, 2.41222, 0.32794], [-1.40677, 3.10964, -1.96194], [-1.97521, 2.68691, -3.34470], [0.25064, 0.80518, -2.49101], [1.07221, 1.86927, -1.51566], [-1.97309, 1.18386, -1.10947], [-0.07863, 2.30650, 1.01457], [-1.07289, 3.54423, 0.37977], [-1.75461, 1.93042, 1.03406], [-0.58065, 3.79877, -2.25974], [-2.19508, 3.61406, -1.37606], [-1.55252, 3.45705, -3.99549], [-3.09499, 2.79228, -3.42186], [-1.63050, 1.67012, -3.52330], [-1.38862, -0.02327, 1.63367], [-2.52625, -0.41493, 0.79646], [-2.36861, 0.05288, 1.66340], [-0.85606, -1.40560, -1.98855], [-1.17198, -1.65866, -3.54221], [-0.68736, -1.92132, -2.77149], [3.87876, -1.18665, -0.10348], [4.11099, -1.62809, 1.24391], [4.45038, -0.94440, 0.62690], [-2.76078, -2.76467, 0.21302], [-4.00518, -2.46504, 0.84363], [-3.60162, -2.33266, -0.00894], [-0.66476, -2.06349, 0.72480], [-0.50712, -3.54242, 0.47052], [-0.82457, -2.93624, 1.13758], [3.00580, 3.08683, 1.48875], [2.37695, 2.16422, 0.50755], [2.80222, 3.06239, 0.56100], [1.83083, -0.88304, 1.85180], [2.22393, 0.04753, 2.78343], [1.87018, -0.85768, 2.82603], [1.50464, -2.96947, 3.40914], [1.05055, -2.97924, 1.93037], [1.75804, -3.24600, 2.52856]],
  "forces_ev_per_a": [[0.68, 0.02, -0.79], [-0.09, -0.27, 2.20], [-0.32, -0.01, -1.27], [1.31, -2.04, -1.30], [-1.46, 3.23, 0.41], [1.73, 0.89, 3.67], [-1.04, -1.06, -0.66], [-0.68, 1.15, 0.64], [-0.57, -0.18, 0.26], [0.17, 0.90, 0.55], [1.08, 0.15, -0.43], [-1.14, -0.43, -1.89], [-0.53, -1.24, -0.30], [0.07, 0.85, -1.00], [-0.20, -0.59, 1.32], [0.54, 0.28, -0.50], [-0.17, -0.71, -0.79], [1.08, -0.48, 0.17], [-0.16, 0.10, -0.67], [-0.66, 0.19, 0.39], [-0.28, 0.57, 1.13], [0.62, -1.13, -1.22], [-0.45, 0.84, 0.71], [-0.54, 0.55, -0.02], [1.01, -1.44, -0.60], [-0.16, 0.57, -0.67], [0.50, 0.69, 0.19], [-0.39, -1.23, 0.62], [0.45, 0.19, -0.47], [-0.80, 0.28, 0.51], [0.47, -0.37, 0.04], [0.17, 0.54, -0.25], [0.14, -0.36, -0.29], [-0.27, -0.25, 0.23], [0.31, 0.31, 0.65], [0.36, 0.67, -0.40], [-0.72, -1.22, -0.34], [-0.55, -0.67, -0.18], [-0.14, 0.00, 0.94], [0.68, 1.88, -0.42], [-0.13, 0.37, -0.17], [-0.37, 0.01, 0.40], [0.49, -1.55, -0.42]],
  "lowdin_charge": [-0.105, -0.586, -0.038, -0.118, -0.374, -0.092, -0.229, -0.116, 0.122, 0.115, 0.153, 0.110, 0.081, 0.058, 0.116, 0.097, 0.054, 0.078, 0.055, 0.035, 0.029, -0.109, -0.022, 0.015, -0.053, 0.019, 0.038, -0.075, 0.008, 0.029, -0.062, -0.006, 0.050, -0.070, 0.009, 0.015, -0.084, -0.006, 0.038, -0.108, 0.027, -0.011, -0.090]
}

Record 2
{
  "formula": "C45H53BaN9O4S2",
  "method": "the ωB97M-V functional and the def2-TZVPD basis",
  "charge": 2,
  "relative_energy_kcal_mol": 0.0,
  "molar_mass_da": 985.4,
  "gap_ev": 7.35,
  "homo_ev": -12.671,
  "e_lumo_ev": -5.317,
  "species": ["Ba", "N", "C", "C", "C", "C", "C", "C", "C", "C", "N", "C", "H", "H", "H", "H", "H", "H", "H", "H", "C", "O", "C", "C", "C", "C", "C", "C", "N", "C", "C", "C", "C", "C", "C", "C", "O", "H", "H", "H", "H", "H", "H", "H", "H", "H", "H", "H", "H", "H", "C", "N", "C", "C", "S", "N", "C", "C", "H", "H", "H", "H", "H", "H", "H", "H", "H", "H", "H", "H", "C", "C", "C", "N", "C", "S", "N", "C", "O", "C", "C", "C", "C", "C", "C", "H", "H", "H", "H", "H", "H", "H", "H", "H", "H", "H", "H", "H", "H", "N", "C", "O", "C", "C", "C", "C", "N", "C", "H", "H", "H", "H", "H", "H"],
  "coordinates": [[0.11264, 0.11690, -0.20788], [-1.03544, -1.25175, -2.22500], [-0.57457, -2.55453, -2.52939], [-1.26210, -3.38522, -3.38562], [-0.79058, -4.66718, -3.69992], [0.36294, -5.14163, -3.13883], [1.05764, -4.35829, -2.19397], [2.18847, -4.84056, -1.50275], [2.73358, -4.07527, -0.50840], [2.17619, -2.81589, -0.24970], [1.18066, -2.29648, -0.92167], [0.59018, -3.04914, -1.87773], [-2.03126, -1.18520, -2.46689], [-0.54663, -0.56753, -2.79601], [-2.17536, -3.03112, -3.84287], [-1.34256, -5.27327, -4.40033], [0.74807, -6.11808, -3.39055], [2.58131, -5.81889, -1.73671], [3.57889, -4.41483, 0.06472], [2.55950, -2.22050, 0.56477], [2.53242, -1.76720, -5.36025], [2.22080, -0.45103, -4.95646], [0.91559, -0.07079, -5.01218], [-0.15309, -0.89199, -5.33901], [-1.44238, -0.37993, -5.30618], [-1.67352, 0.93642, -4.94458], [-0.61185, 1.77749, -4.66100], [0.68496, 1.28389, -4.70303], [1.81840, 2.09209, -4.59427], [1.98229, 3.23470, -3.95041], [1.24453, 3.75443, -2.88410], [1.37461, 5.14878, -2.63008], [0.69416, 5.76616, -1.62781], [-0.15181, 5.00806, -0.79865], [-0.26413, 3.66078, -0.97340], [0.43954, 2.95075, -1.98247], [0.40115, 1.68038, -2.02717], [2.22654, -1.93758, -6.39535], [2.04747, -2.49881, -4.70545], [3.61349, -1.85557, -5.27777], [0.00695, -1.91857, -5.62378], [-2.27094, -1.01349, -5.57706], [-2.68011, 1.31769, -4.91281], [-0.77960, 2.82293, -4.45699], [2.58838, 1.75749, -5.16730], [2.81211, 3.83644, -4.31017], [1.99632, 5.72780, -3.29552], [0.77976, 6.82864, -1.47907], [-0.71485, 5.50798, -0.02460], [-0.93236, 3.06517, -0.36429], [-2.66707, 3.61730, 1.96762], [-2.99181, 2.58543, 2.92902], [-3.36904, 3.07613, 4.23900], [-3.01805, 1.29939, 2.56150], [-2.97380, 0.88914, 0.90333], [-3.17597, 0.32374, 3.47930], [-2.46712, 0.27651, 4.74279], [-3.74634, -0.95011, 3.10263], [-2.89944, 4.58890, 2.39588], [-3.24229, 3.48758, 1.04746], [-1.59779, 3.59764, 1.73313], [-4.06813, 3.90354, 4.11411], [-2.50242, 3.44523, 4.78929], [-3.86119, 2.30477, 4.81665], [-1.71647, 1.05867, 4.80290], [-1.96033, -0.68837, 4.80656], [-3.14336, 0.36554, 5.59523], [-4.46670, -0.80201, 2.30090], [-4.26551, -1.35708, 3.97123], [-2.97161, -1.65814, 2.78584], [-2.52149, -6.89072, 2.30254], [-1.29544, -6.00383, 2.47682], [-0.81047, -5.41155, 1.15198], [-1.78131, -4.53210, 0.53114], [-1.82805, -3.21589, 0.70881], [-0.74932, -2.42426, 1.71798], [-2.74999, -2.47484, 0.03078], [-3.63597, -2.82182, -1.00235], [-3.73898, -2.05977, -1.94110], [-4.48184, -4.01021, -0.83271], [-5.00351, -4.63856, -1.96659], [-5.96684, -5.61791, -1.83290], [-6.43069, -5.96809, -0.57391], [-5.91759, -5.35025, 0.55704], [-4.93904, -4.38208, 0.43617], [-2.79608, -7.34355, 3.25126], [-2.31426, -7.68827, 1.59306], [-3.37554, -6.31812, 1.94496], [-0.47348, -6.57926, 2.90338], [-1.51335, -5.19426, 3.17315], [-0.59580, -6.21259, 0.44140], [0.10133, -4.83565, 1.32839], [-2.52095, -4.96666, -0.00804], [-2.60127, -1.46379, 0.09818], [-4.66065, -4.32786, -2.94151], [-6.37741, -6.10232, -2.70419], [-7.20697, -6.70864, -0.47419], [-6.29529, -5.62025, 1.53046], [-4.57236, -3.86367, 1.31080], [5.53669, -2.23419, 2.31506], [5.99839, -1.68075, 1.16888], [7.07559, -1.96158, 0.69857], [5.05638, -0.77264, 0.42029], [5.43670, -0.44698, -0.88154], [4.58262, 0.29987, -1.66911], [3.36349, 0.68144, -1.13431], [2.99155, 0.39855, 0.10874], [3.83314, -0.29087, 0.87503], [6.18817, -2.81957, 2.81559], [4.72578, -1.90957, 2.81002], [6.39602, -0.79372, -1.23541], [4.84400, 0.56614, -2.68065], [2.65551, 1.24386, -1.71934], [3.50288, -0.44693, 1.89571]],
  "forces_ev_per_a": [[-0.16, -0.09, 1.59], [-0.43, 0.24, -0.13], [-0.03, -0.73, -0.21], [0.16, 0.40, 0.18], [0.24, -0.27, 0.06], [-0.16, 0.07, -0.08], [-0.14, 0.36, 0.01], [-0.01, 0.26, 0.27], [-0.01, -0.19, -0.25], [0.04, -0.05, 0.03], [0.15, 0.11, -0.06], [-0.14, -0.63, -0.42], [0.29, 0.05, 0.18], [0.04, 0.10, -0.38], [-0.06, 0.08, -0.02], [-0.06, -0.09, -0.09], [-0.01, -0.13, -0.02], [0.05, -0.10, -0.04], [0.13, -0.06, 0.12], [0.09, -0.05, 0.03], [0.13, -0.40, -0.15], [-0.23, 0.48, 0.03], [0.01, 0.33, 0.18], [0.14, 0.01, -0.10], [0.07, 0.15, -0.02], [-0.07, -0.03, -0.04], [0.36, -0.13, -0.18], [-0.74, -0.79, -0.24], [0.63, 0.42, 0.18], [0.09, -0.32, -0.14], [-0.43, -0.20, 0.45], [-0.07, 0.02, 0.02], [0.09, 0.18, -0.11], [0.08, -0.10, -0.15], [-0.23, -0.29, 0.06], [0.37, 0.91, -0.27], [0.06, 0.07, -0.64], [0.04, -0.04, 0.04], [0.05, 0.01, -0.03], [-0.08, -0.07, -0.02], [0.05, -0.09, -0.01], [-0.12, -0.11, -0.02], [-0.14, 0.08, -0.03], [-0.05, 0.10, 0.08], [-0.06, 0.25, 0.01], [0.05, -0.09, -0.02], [0.14, 0.11, -0.05], [0.05, 0.14, 0.00], [-0.06, 0.00, 0.11], [-0.14, 0.07, 0.14], [0.19, 0.27, -0.44], [0.20, -0.26, 0.09], [-0.16, 0.07, 0.38], [-0.29, -0.13, -0.20], [0.30, 0.10, -0.62], [0.03, 0.24, 0.10], [0.09, 0.13, 0.33], [-0.25, -0.36, -0.21], [0.00, -0.04, 0.08], [0.13, 0.04, 0.15], [-0.10, 0.02, -0.06], [0.01, -0.05, -0.01], [0.01, -0.03, 0.05], [-0.05, -0.05, 0.01], [0.02, 0.08, 0.00], [0.04, 0.04, 0.02], [0.04, -0.03, 0.03], [0.03, -0.11, 0.06], [0.00, 0.02, 0.03], [-0.16, 0.13, 0.04], [0.21, 0.10, 0.14], [-0.10, 0.00, -0.26], [0.35, -0.20, 0.52], [-0.47, 0.18, -0.32], [0.20, -0.51, -0.03], [0.37, 0.30, 0.46], [-0.11, 0.49, -0.09], [0.10, 0.15, 0.01], [-0.18, -0.08, -0.05], [-0.45, -0.33, -0.03], [0.12, 0.16, 0.10], [0.01, -0.10, -0.02], [0.08, 0.11, 0.06], [-0.01, -0.14, 0.03], [0.06, 0.20, -0.20], [-0.10, -0.07, 0.04], [-0.06, -0.15, -0.09], [-0.11, 0.01, -0.05], [0.04, -0.02, 0.01], [0.05, 0.11, 0.04], [0.00, 0.03, -0.03], [-0.09, -0.09, -0.19], [0.12, 0.05, 0.02], [-0.17, -0.29, 0.20], [0.01, 0.05, -0.10], [-0.01, -0.03, -0.13], [-0.09, -0.13, 0.02], [-0.02, 0.00, 0.12], [0.05, 0.01, 0.10], [0.01, -0.16, 0.29], [-0.21, 0.02, 0.04], [0.13, 0.01, -0.08], [-0.06, 0.22, -0.28], [-0.13, 0.02, 0.16], [-0.03, -0.06, 0.12], [0.34, 0.01, -0.26], [-0.30, 0.12, 0.26], [0.52, -0.09, 0.08], [-0.04, 0.06, 0.04], [0.05, 0.03, -0.06], [0.06, -0.05, -0.03], [0.02, 0.04, -0.09], [-0.16, 0.11, -0.21], [-0.01, -0.11, 0.04]],
  "lowdin_charge": [1.734, -0.031, -0.260, -0.026, -0.046, -0.019, -0.152, 0.017, -0.016, -0.160, -0.041, -0.185, 0.077, 0.043, 0.114, 0.115, 0.122, 0.129, 0.115, 0.081, -0.045, -0.085, -0.216, -0.023, -0.071, -0.056, 0.002, -0.175, 0.145, 0.023, -0.135, -0.020, -0.065, -0.037, -0.027, -0.391, -0.378, 0.109, 0.090, 0.103, 0.112, 0.117, 0.117, 0.132, 0.173, 0.154, 0.122, 0.113, 0.115, 0.058, -0.090, -0.188, -0.029, -0.714, 0.615, -0.210, -0.044, -0.106, 0.095, 0.065, 0.080, 0.103, 0.105, 0.083, 0.094, 0.097, 0.098, 0.070, 0.102, 0.017, -0.090, -0.229, -0.220, 0.048, -0.787, 0.628, 0.095, -0.383, 0.092, -0.167, -0.002, -0.047, -0.043, -0.056, -0.037, 0.080, 0.080, 0.048, 0.115, 0.101, 0.128, 0.075, 0.134, 0.010, 0.118, 0.115, 0.116, 0.116, 0.118, 0.184, -0.502, 0.090, -0.101, 0.032, -0.011, -0.152, -0.049, -0.124, 0.125, 0.091, 0.132, 0.113, 0.077, 0.119]
}

Record 3
{
  "formula": "C6H9N",
  "method": "the ωB97M-V functional and the def2-TZVPD basis",
  "smiles": "C=C=C=C.C1CN1",
  "charge": 0,
  "relative_energy_kcal_mol": 99.9,
  "molar_mass_da": 95.1,
  "gap_ev": 9.50,
  "homo_ev": -8.955,
  "e_lumo_ev": 0.544,
  "species": ["C", "C", "C", "C", "C", "C", "N", "H", "H", "H", "H", "H", "H", "H", "H", "H"],
  "coordinates": [[2.83321, 0.86863, 1.25486], [2.19256, -0.02658, 0.53956], [1.57105, -0.89742, -0.15522], [0.90202, -1.77477, -0.86646], [-1.86237, 0.19085, 0.54420], [-1.52699, 0.99212, -0.65060], [-2.05485, -0.36470, -0.79567], [2.33304, 1.75717, 1.63097], [3.88605, 0.75595, 1.49937], [-1.06353, -0.27518, 1.11667], [1.38231, -2.67099, -1.25196], [-0.15606, -1.62251, -1.08605], [-2.74174, 0.47091, 1.12192], [-0.48508, 1.10715, -0.94081], [-2.17272, 1.83095, -0.90524], [-3.03690, -0.34158, -1.05554]],
  "forces_ev_per_a": [[-0.03, -0.04, -0.03], [-0.09, -0.15, -0.11], [0.11, 0.14, 0.11], [0.00, 0.05, 0.03], [0.00, -0.02, 0.30], [0.11, 0.26, -0.10], [-0.25, -0.09, -0.13], [0.01, -0.11, -0.07], [-0.12, -0.04, -0.06], [-0.12, 0.09, -0.10], [0.00, 0.13, 0.08], [0.17, 0.00, 0.05], [0.16, -0.05, -0.13], [-0.17, -0.03, 0.06], [0.10, -0.17, 0.05], [0.13, 0.01, 0.04]],
  "lowdin_charge": [0.002, -0.128, -0.130, 0.023, -0.191, -0.191, -0.046, 0.054, 0.055, 0.088, 0.060, 0.035, 0.097, 0.087, 0.097, 0.088]
}